# 1
22
Properties=species:S:1:pos:R:3:forces:R:3 method="wB97M-V/def2-TZVPD" homo_ha="-0.328 / -0.489" charge=+1 multiplicity=3
C -1.76804 -0.55059 -0.15818 3.0 0.7 -0.4
C 0.01362 0.82208 2.00323 -1.9 0.6 0.4
C 2.33343 -1.17938 -1.21869 -0.9 -2.1 -2.5
C 0.33424 1.82189 -0.91082 -2.3 -1.9 0.5
N -2.73419 0.35140 -0.05003 0.2 3.7 0.2
N -2.10146 -1.82167 -0.33590 -0.5 -2.8 -0.4
N 1.09185 -1.15816 -0.34552 1.3 3.9 -1.6
Si 0.17380 0.26495 0.24716 -1.7 -0.1 -1.4
H 0.07849 0.17476 2.85810 0.2 -0.7 0.1
H 0.69201 1.64466 2.16611 0.2 0.5 0.0
H -1.09319 1.21687 2.05922 2.0 -0.5 -0.4
H 3.24477 -0.77072 -0.75574 -0.6 0.0 0.2
H 2.54016 -2.27398 -1.57770 -0.3 1.8 1.3
H 2.17144 -0.73329 -2.24052 -0.1 0.3 1.4
H 1.31254 2.06302 -1.14051 2.2 0.6 -0.1
H -0.08627 1.52414 -1.88054 -0.2 0.2 0.2
H -0.19838 2.70088 -0.51446 0.2 -0.4 0.0
H -3.69846 0.17280 -0.00789 -1.1 -0.7 0.3
H -2.53355 1.30909 -0.32584 -0.2 -0.4 -0.1
H -3.05625 -2.13531 -0.13104 0.8 0.1 0.0
H -1.40550 -2.52261 -0.51869 -0.3 0.0 0.0
H 1.23918 -1.78758 0.35539 0.1 -2.6 2.4

# 2
126
Properties=species:S:1:pos:R:3:forces:R:3 method="wB97M-V/def2-TZVPD" homo_ha="-0.351 / -0.351" charge=+1 multiplicity=3
Pd 3.81227 0.67562 -0.24982 0.0 -0.4 0.3
B 1.67291 -0.49449 0.19010 -0.8 -0.2 -0.6
H 2.47535 -0.92880 -0.45561 1.6 -1.3 -2.0
H 2.14817 0.25290 0.87036 0.6 1.8 2.3
H 0.87325 0.04194 -0.41174 -1.1 0.9 -1.3
H 1.17916 -1.37234 0.72252 -0.2 -1.4 1.1
C -9.13414 -0.32530 -4.65221 -0.4 -1.0 0.3
O -8.90916 -0.30852 -3.26339 1.3 0.2 0.0
C -8.45511 0.94696 -2.77666 -0.4 -0.7 1.7
C -7.57864 0.76326 -1.51778 -0.6 0.0 -0.7
N -6.37742 0.02038 -1.78163 0.5 0.3 -0.2
C -5.45446 -0.13378 -0.65508 -0.5 0.8 -0.8
C -4.01743 0.02441 -1.07229 1.3 -0.6 0.8
O -3.46958 -1.01649 -1.88258 -1.3 0.1 0.4
C -2.06650 -1.06079 -1.86606 -0.9 -0.2 -0.3
H -8.33742 0.17493 -5.20558 -0.2 0.3 -0.1
H -10.15061 0.03628 -4.83657 0.2 0.4 -0.5
H -9.11788 -1.38353 -4.92365 0.0 0.1 -0.2
H -9.37021 1.43741 -2.43105 0.2 0.7 -0.2
H -7.86977 1.56527 -3.45919 -0.2 -0.3 -0.5
H -8.16087 0.31162 -0.70592 -0.2 0.2 0.1
H -7.33627 1.80509 -1.28803 0.2 -0.1 0.5
H -6.57642 -0.83283 -2.28319 0.0 -0.1 0.2
H -5.68997 -0.98003 -0.00469 0.4 -0.4 -0.2
H -5.56773 0.73165 0.00569 -0.3 0.1 -0.1
H -3.45069 0.08059 -0.13400 0.2 -0.3 0.1
H -3.82015 1.00125 -1.52480 -0.4 0.0 -0.4
H -1.70498 -1.25934 -0.85181 0.3 0.2 -0.1
H -1.70566 -0.11295 -2.28197 0.6 -0.1 0.1
H -1.85587 -1.91115 -2.51740 0.5 0.2 0.0
C -2.46607 6.28911 3.64029 0.4 -0.2 0.1
O -3.11756 5.79537 2.49468 -0.7 0.0 0.1
C -2.47014 4.74092 1.82178 1.1 0.5 -0.6
C -3.23917 4.46660 0.52917 -1.6 0.2 0.2
N -2.65736 3.53332 -0.42493 0.8 -0.2 0.0
C -1.37967 4.02816 -0.92373 0.3 -0.6 -0.2
C -0.96509 3.26129 -2.17340 1.3 -0.6 0.3
O -1.83725 3.55071 -3.20474 -1.1 -0.2 -0.7
C -1.64764 2.78634 -4.37993 1.2 0.7 -0.5
H -1.57781 6.87869 3.38916 0.1 0.0 -0.2
H -2.13317 5.49357 4.31348 -0.1 -0.2 0.0
H -3.13479 6.93096 4.20954 -0.2 0.0 -0.3
H -2.29929 3.87163 2.46231 -0.3 -0.2 0.0
H -1.48155 5.10844 1.51010 0.3 -0.1 0.2
H -3.46062 5.42916 0.05194 0.3 0.2 0.1
H -4.23025 4.10629 0.81633 0.0 -0.2 0.0
H -3.20012 3.46199 -1.27946 -0.7 0.0 0.4
H -0.62081 3.86746 -0.15391 0.1 0.2 -0.1
H -1.47640 5.09451 -1.16587 0.4 0.1 0.0
H -0.84760 2.17502 -2.03470 -0.7 -0.1 0.5
H 0.07800 3.46723 -2.47539 0.0 0.8 0.1
H -0.60329 2.89631 -4.70202 0.2 -0.1 0.1
H -2.18460 3.25470 -5.20191 -0.5 -0.2 0.3
H -1.81772 1.70958 -4.33076 -0.5 0.0 0.5
C -2.84803 -4.63268 2.39853 -0.7 -0.3 0.7
O -1.56044 -5.19383 2.48928 -0.8 -0.8 -1.4
C -0.58500 -4.39383 3.06407 0.3 -0.4 0.1
C 0.70337 -5.18387 3.02188 0.3 -0.2 0.1
N 1.80373 -4.36765 3.52744 -0.7 0.2 -0.1
C 2.40434 -3.49534 2.49778 1.1 -1.3 1.9
C 3.79069 -3.08182 3.02402 -1.2 0.1 -2.0
O 4.69269 -4.16250 3.02608 0.0 0.5 0.9
C 5.93173 -3.73660 3.55737 0.4 -0.8 -0.1
H -3.59968 -5.29744 1.96733 0.7 -0.6 -0.4
H -2.91965 -3.72875 1.79023 0.4 0.3 0.3
H -3.24106 -4.53806 3.41649 0.0 0.8 0.0
H -0.80662 -4.28957 4.13344 -0.1 0.8 -0.1
H -0.45413 -3.46237 2.49977 -0.2 0.3 0.4
H 0.92503 -5.57242 2.02000 -0.2 0.2 -0.2
H 0.52857 -6.07927 3.62176 0.3 0.1 0.2
H 2.47224 -4.94051 4.02005 0.3 0.1 -0.3
H 1.84358 -2.56962 2.39108 -0.2 -0.2 -0.3
H 2.50832 -4.08191 1.58062 0.0 0.5 -0.4
H 3.59176 -2.62407 3.99795 0.6 0.0 0.2
H 4.15869 -2.36902 2.27450 0.1 0.5 0.4
H 5.86900 -3.27909 4.54901 -0.4 0.0 0.0
H 6.45875 -3.03744 2.90001 -0.1 0.1 -0.2
H 6.52919 -4.64210 3.66139 0.1 0.1 0.0
C 3.28396 0.78386 -3.52584 0.2 -0.2 0.2
O 3.25871 0.80542 -2.27984 -0.2 0.2 -1.3
N 3.27202 1.92233 -4.24496 0.0 0.6 0.1
N 3.31806 -0.33031 -4.27484 -0.3 -0.3 1.2
H 3.36524 1.87548 -5.24197 0.0 0.4 0.0
H 3.31448 2.79760 -3.75673 0.1 0.0 -0.2
H 3.06729 -1.19502 -3.78066 0.6 0.0 -0.5
H 3.32816 -0.23440 -5.27161 -0.2 -0.4 -0.1
C 2.51138 -3.54151 -2.70426 1.4 -0.9 1.7
O 3.50664 -2.80836 -2.89496 -0.9 -0.1 -0.5
N 2.32596 -4.70752 -3.35722 0.2 0.9 -0.6
N 1.71884 -3.40307 -1.62991 -0.4 0.7 0.1
H 3.05413 -4.93086 -4.01349 -0.4 -0.5 -0.1
H 1.57145 -5.28168 -3.03737 0.2 -0.6 -0.5
H 0.94972 -4.02547 -1.46423 -0.1 0.1 0.1
H 1.86932 -2.61905 -1.01192 -0.2 0.1 0.0
C -1.26194 0.73907 2.27800 -0.9 0.1 1.3
O -2.04226 1.11062 3.15057 0.3 -0.1 -0.2
N -0.26771 -0.18267 2.52353 1.2 -0.3 -0.6
N -1.30415 1.15385 0.99865 0.8 -0.4 -0.1
H -0.09371 -0.54251 3.44405 -0.5 0.2 0.2
H 0.42971 -0.44728 1.80441 -1.0 0.3 0.8
H -0.49770 0.84282 0.49139 -0.1 0.3 -0.9
H -1.97874 1.80764 0.63252 -0.1 0.3 0.0
C 5.97057 -1.89324 -0.56485 0.1 0.8 0.1
O 5.03311 -1.08412 -0.51166 -0.1 -0.4 0.0
N 7.11116 -1.67932 0.13707 0.5 0.0 0.4
N 5.95585 -2.97342 -1.34248 -0.1 0.4 0.4
H 7.90293 -2.29193 0.05533 -0.1 0.0 0.1
H 7.11430 -1.02729 0.89999 -0.1 0.1 -0.2
H 6.77317 -3.55012 -1.28373 -0.4 -0.6 -0.5
H 5.10703 -3.09565 -1.88696 0.2 -0.4 -0.4
C 2.99492 3.87470 0.17562 -0.4 -0.6 -0.7
O 2.97722 2.64455 0.02281 -0.1 0.8 0.6
N 2.97078 4.69854 -0.89268 0.3 0.1 0.5
N 2.98978 4.53867 1.35484 0.2 -0.8 0.0
H 2.92509 5.66727 -0.64451 -0.1 0.3 -1.0
H 2.77765 4.31671 -1.79952 0.0 0.3 0.0
H 2.79235 5.51863 1.30947 -0.1 0.1 0.6
H 2.82405 4.01063 2.19487 0.0 0.2 0.0
C 4.34994 0.39270 2.88410 -2.2 -0.2 -1.1
O 4.54901 0.87046 1.75309 1.3 0.2 0.6
N 3.08394 0.20663 3.33124 0.3 0.3 0.1
N 5.26100 -0.07325 3.71906 1.1 -0.1 0.8
H 2.31950 0.59640 2.80203 -0.1 -0.2 0.1
H 2.96189 -0.11167 4.27579 -0.5 0.1 -0.1
H 6.24947 0.06001 3.60516 -0.1 0.1 -0.1
H 4.89515 -0.39177 4.59851 0.6 -0.1 0.2

# 3
66
Properties=species:S:1:pos:R:3:forces:R:3 method="wB97M-V/def2-TZVPD" homo_ha=-0.407 charge=+1
Mg -1.24341 -0.36294 0.88727 -0.2 -0.1 0.7
Cl -3.82286 -1.40102 4.95887 0.6 -1.0 2.5
O -3.18028 -1.36475 3.63083 0.5 0.1 -0.9
O -3.35983 -2.56293 5.65929 1.2 -0.4 -0.5
O -3.47962 -0.25057 5.72813 0.4 0.8 -0.7
O -5.20600 -1.54730 4.85593 -2.1 0.6 -1.3
C 4.86736 -3.45305 0.32762 -0.1 -1.0 0.8
C 4.27450 -4.17055 1.60237 1.0 -0.8 -1.4
C 4.03042 -3.30313 2.82379 1.0 -0.7 0.0
C 2.96076 -2.40020 2.51200 -2.2 1.2 0.1
N 2.01978 -1.79005 2.21523 1.0 -0.5 0.1
H 4.25950 -2.64612 -0.08164 0.1 0.2 0.4
H 5.03971 -4.13856 -0.50212 -0.4 -0.4 0.1
H 5.89229 -3.17297 0.57086 -0.2 0.7 0.1
H 4.97687 -4.94729 1.90483 0.5 0.2 0.0
H 3.42077 -4.81666 1.39793 -0.5 0.6 -0.3
H 4.94218 -2.80250 3.14962 0.0 0.4 -0.3
H 3.84191 -3.98630 3.65197 -0.7 0.3 0.1
C -4.98136 5.30949 -0.35738 -0.2 0.5 -1.6
C -4.47438 5.18441 -1.86676 0.6 -1.7 1.7
C -4.66960 3.69969 -2.41652 -0.6 1.2 1.0
C -4.16898 2.68407 -1.48821 0.1 1.4 -1.2
N -3.71911 1.96148 -0.73621 0.9 -1.4 1.1
H -4.78417 6.30679 0.03583 -0.3 0.2 -0.3
H -4.53519 4.67339 0.40708 0.2 -0.5 -0.6
H -6.05552 5.13122 -0.40745 -0.1 0.1 0.5
H -3.40328 5.38629 -1.85666 0.0 0.2 -0.3
H -4.97488 5.84255 -2.57699 -0.1 0.1 0.4
H -4.24058 3.61859 -3.41524 -0.1 -0.3 0.1
H -5.74709 3.53510 -2.41069 -0.1 -0.1 -0.6
C 0.64497 6.83495 6.40476 1.1 0.1 -0.3
C 0.42646 5.43614 5.70987 -0.4 0.1 1.2
C 0.02829 5.40060 4.20699 -0.3 3.0 1.9
C -0.28876 4.17155 3.62646 -1.0 -7.3 -3.9
N -0.55642 3.13900 3.06200 1.3 5.0 2.8
H 0.88161 6.72281 7.46284 -0.1 -0.5 0.0
H -0.07056 7.65721 6.40511 -0.9 -0.7 -0.5
H 1.52086 7.37547 6.04593 0.4 -0.4 -0.4
H -0.30459 4.92384 6.33532 -0.7 0.1 -0.4
H 1.25818 4.75920 5.90501 0.6 0.5 -0.3
H 0.70341 6.04004 3.63827 0.3 -0.5 -0.3
H -0.91043 5.94773 4.12004 -0.3 0.3 0.1
C 0.90016 -7.80269 -3.33933 -1.5 -0.2 0.3
C 0.28773 -6.87342 -2.26716 1.4 -0.8 0.4
C -0.46659 -5.72233 -2.86794 0.0 1.7 0.9
C -0.72730 -4.65192 -1.90524 -0.4 2.0 3.1
N -0.85944 -3.79520 -1.11520 0.2 -1.7 -1.9
H 1.67268 -7.28710 -3.90984 -0.1 0.0 0.0
H 0.07108 -8.10360 -3.97978 0.3 -0.1 -0.5
H 1.29820 -8.72668 -2.91991 0.1 0.2 0.1
H 1.17206 -6.61564 -1.68440 -0.2 0.9 0.2
H -0.39160 -7.29928 -1.52875 0.1 -0.8 -0.3
H -1.47184 -6.01890 -3.16732 0.3 -0.1 -1.0
H 0.12784 -5.08356 -3.52117 -0.1 -0.8 -1.3
C 1.94596 -0.87211 -5.34808 0.1 0.5 0.7
C 1.60496 0.58683 -5.74230 -0.1 -0.4 0.8
C 1.67712 1.70308 -4.53830 0.8 -2.1 -1.6
C 1.24464 1.14701 -3.23913 0.1 0.7 -1.2
N 0.96926 0.64989 -2.24634 -0.5 -0.2 0.7
H 3.02299 -0.95928 -5.20488 0.0 -0.1 0.0
H 1.65266 -1.59216 -6.11202 0.0 0.2 -0.1
H 1.48605 -1.17624 -4.40781 -0.2 0.0 0.0
H 0.63520 0.59136 -6.23995 0.0 0.3 0.2
H 2.36835 0.78157 -6.49557 -0.2 0.9 0.0
H 1.21369 2.63139 -4.87232 -0.2 -0.2 0.5
H 2.75320 1.86423 -4.47346 0.0 0.3 0.4

Summary of relative energy (zero: lowest compared OMol25 entry of this formula, charge and spin) in kJ/mol
0.0 40.7 1158.2
(order as listed above)